one.
{"formula": "C5H8N2", "method": "the ωB97M-V functional and the def2-TZVPD basis", "elements": ["C", "N", "C", "C", "C", "C", "N", "H", "H", "H", "H", "H", "H", "H", "H"], "coordinates": [[1.30, -2.22, 0.15], [0.59, -1.00, -0.19], [0.36, 0.07, 0.61], [-0.50, 0.91, -0.07], [-1.10, 2.19, 0.40], [-0.72, 0.23, -1.29], [-0.07, -0.92, -1.35], [2.29, -1.98, 0.54], [1.38, -2.80, -0.76], [0.75, -2.79, 0.90], [0.82, 0.16, 1.59], [-1.39, 2.83, -0.44], [-0.40, 2.76, 1.03], [-2.00, 2.01, 1.00], [-1.32, 0.56, -2.13]], "homo_lumo_gap_ev": 9.85, "homo_ev": -8.852, "smiles": "Cc1cnn(C)c1", "charge": 0}


two.
{"formula": "C5H8N2", "method": "the ωB97M-V functional and the def2-TZVPD basis", "elements": ["C", "C", "C", "C", "N", "N", "C", "H", "H", "H", "H", "H", "H", "H", "H"], "coordinates": [[-2.23, 0.48, 0.18], [-1.27, -0.04, -0.81], [0.98, 0.40, -0.47], [0.43, 1.73, -0.68], [0.11, 2.81, -0.96], [0.84, -0.34, 0.58], [1.90, -1.33, 0.78], [-1.99, 1.47, 0.60], [-3.08, 0.68, -0.51], [-2.63, -0.18, 0.95], [-1.45, -1.11, -1.03], [1.74, 0.17, -1.22], [2.64, -1.38, -0.04], [1.54, -2.34, 0.97], [2.45, -1.01, 1.67]], "homo_lumo_gap_ev": [8.27, 8.27], "homo_ev": [-8.428, -8.429], "charge": 0}


three.
{"formula": "C5H8N2", "method": "the ωB97M-V functional and the def2-TZVPD basis", "elements": ["C", "C", "C", "C", "C", "N", "N", "H", "H", "H", "H", "H", "H", "H", "H"], "coordinates": [[-0.27, -0.44, -1.13], [-3.16, 2.11, 0.33], [-0.02, 0.98, -0.69], [0.08, -0.16, 0.30], [1.41, -0.57, 0.86], [-2.15, 1.86, -0.24], [-1.02, 1.97, -0.69], [-1.29, -0.73, -1.36], [0.46, -0.91, -1.76], [-0.74, -0.23, 1.01], [-4.20, 2.03, 0.19], [0.90, 1.44, -1.01], [1.32, -1.53, 1.37], [1.78, 0.16, 1.58], [2.15, -0.67, 0.07]], "homo_lumo_gap_ev": 9.15, "homo_ev": -8.017, "charge": 0}


Preferred: one; penalty for the next structure: 0.1342 hartree.


one.
{"formula": "C5H8N2", "method": "the ωB97M-V functional and the def2-TZVPD basis", "elements": ["C", "C", "C", "C", "C", "H", "H", "H", "H", "H", "H", "H", "H", "N", "N"], "coordinates": [[0.49, 1.49, 0.07], [1.70, 0.50, 0.05], [-0.84, -0.65, 0.31], [-2.14, 0.18, 0.06], [-0.69, 0.53, -0.36], [0.34, 2.35, -0.74], [0.18, 1.67, 1.06], [2.75, 0.96, 0.17], [0.49, -2.33, 0.34], [-0.44, -0.36, 1.21], [-2.82, -0.11, -0.73], [-2.56, 0.59, 1.07], [-0.50, 0.40, -1.45], [1.48, -0.78, 0.02], [0.15, -1.41, -0.26]], "homo_lumo_gap_ev": 10.11, "homo_ev": -9.098, "smiles": "C1=NN[C@@H]2C[C@H]2C1", "charge": 0}


two.
{"formula": "C5H8N2", "method": "the ωB97M-V functional and the def2-TZVPD basis", "elements": ["C", "C", "C", "N", "C", "C", "N", "H", "H", "H", "H", "H", "H", "H", "H"], "coordinates": [[-1.14, 1.16, -0.59], [-0.70, -0.08, -0.38], [-1.39, -1.08, 0.51], [0.51, -0.58, -0.94], [1.54, -0.46, 0.07], [1.81, 0.84, 0.64], [2.65, 0.51, -0.23], [1.52, 1.72, 1.22], [-2.05, 1.52, -0.11], [-0.62, 1.86, -1.23], [-2.07, -1.71, -0.09], [-0.67, -1.75, 0.98], [-1.97, -0.58, 1.29], [0.79, -0.01, -1.74], [1.79, -1.38, 0.60]], "homo_lumo_gap_ev": 10.06, "homo_ev": -9.009, "smiles": "C=C(C)N[C@@H]1C=N1", "charge": 0}


Preferred: two; penalty for the next structure: 0.1220 hartree.


one.
{"formula": "C3H7NO3S", "method": "the ωB97M-V functional and the def2-TZVPD basis", "elements": ["O", "C", "O", "C", "C", "S", "N", "H", "H", "H", "H", "H", "H", "H", "O"], "coordinates": [[-0.64, -1.00, 2.27], [-0.47, -0.10, 1.38], [-0.51, 1.14, 1.53], [-0.23, -0.35, -0.18], [1.37, -0.68, -0.01], [2.55, 0.53, -0.70], [-0.54, 0.83, -1.10], [-0.81, -1.09, -0.80], [1.57, -0.78, 1.04], [1.58, -1.66, -0.40], [0.37, 1.03, -1.74], [-0.72, 1.65, -0.38], [-3.65, -0.46, -0.81], [-2.43, -0.97, -1.59], [-3.47, -0.79, -1.74]], "homo_lumo_gap_ev": 5.63, "homo_ev": 0.629, "charge": -2}


two.
{"formula": "C3H7NO3S", "method": "the ωB97M-V functional and the def2-TZVPD basis", "elements": ["C", "C", "S", "N", "C", "O", "O", "H", "H", "H", "H", "H", "H", "H", "O"], "coordinates": [[-0.83, -0.46, 0.96], [0.54, -0.85, 1.49], [0.53, -2.35, 2.57], [-0.83, 0.95, 0.44], [-0.58, 1.22, -0.92], [-0.94, 0.35, -1.79], [-0.05, 2.34, -1.19], [-1.02, -1.08, 0.09], [-1.67, -0.43, 1.65], [0.94, -0.01, 2.08], [1.22, -0.97, 0.65], [-0.24, 1.63, 0.94], [0.33, 0.99, -3.05], [1.73, 1.46, -3.09], [1.09, 1.01, -3.67]], "homo_lumo_gap_ev": 5.89, "homo_ev": 0.160, "charge": -2}


Preferred: two; penalty for the next structure: 0.0900 hartree.


one.
{"formula": "C4H9NOS", "method": "the ωB97M-V functional and the def2-TZVPD basis", "elements": ["C", "N", "C", "C", "S", "C", "O", "H", "H", "H", "H", "H", "H", "H", "H", "H"], "coordinates": [[0.63, -2.17, -0.27], [0.18, -0.91, -0.81], [0.09, 0.19, 0.18], [0.20, 1.54, -0.52], [1.18, 2.80, 0.36], [-1.21, 0.07, 0.93], [-2.07, 0.88, 1.08], [0.03, -2.55, 0.57], [0.60, -2.95, -1.02], [1.64, -2.04, 0.08], [-0.66, -0.85, -1.38], [0.89, 0.04, 0.90], [0.50, 1.39, -1.55], [-0.79, 1.95, -0.67], [0.10, 3.52, 0.67], [-1.33, -0.92, 1.44]], "homo_lumo_gap_ev": 9.68, "homo_ev": -8.874, "smiles": "CN[C@H](C=O)CS", "charge": 0}


two.
{"formula": "C4H9NOS", "method": "the ωB97M-V functional and the def2-TZVPD basis", "elements": ["C", "C", "C", "C", "N", "O", "S", "H", "H", "H", "H", "H", "H", "H", "H", "H"], "coordinates": [[-0.70, 1.47, 0.35], [0.50, 0.55, 0.05], [-0.76, 0.47, -0.73], [2.06, -1.13, 0.10], [1.06, -0.31, 0.95], [-2.54, -0.83, 0.84], [-2.15, -0.71, -0.57], [-1.21, 1.21, 1.25], [-0.64, 2.46, 0.09], [1.27, 0.91, -0.69], [0.29, -0.93, 1.32], [-0.75, 0.66, -1.75], [1.58, -1.89, -0.51], [2.75, -1.67, 0.84], [2.55, -0.32, -0.41], [-3.31, 0.06, -1.13]], "homo_lumo_gap_ev": 9.39, "homo_ev": -8.872, "charge": 0}


Preferred: one; penalty for the next structure: 0.0965 hartree.


one.
{"formula": "C4H9NOS", "method": "the ωB97M-V functional and the def2-TZVPD basis", "elements": ["C", "N", "C", "O", "C", "C", "S", "H", "H", "H", "H", "H", "H", "H", "H", "H"], "coordinates": [[-0.24, -1.74, 0.29], [-0.43, -1.02, -0.94], [0.42, -1.07, -2.01], [0.24, -0.39, -2.99], [0.33, -0.77, 1.47], [-0.58, 0.45, 1.57], [0.12, 2.10, 1.10], [0.46, -2.56, 0.17], [-1.22, -2.02, 0.70], [-0.99, -0.19, -0.84], [1.24, -1.75, -1.73], [1.29, -0.45, 1.06], [0.58, -1.59, 2.16], [-0.93, 0.56, 2.61], [-1.49, 0.45, 1.00], [1.09, 1.55, 0.36]], "homo_lumo_gap_ev": 10.09, "homo_ev": -9.317, "smiles": "O=CNCCCS", "charge": 0}


two.
{"formula": "C4H9NOS", "method": "the ωB97M-V functional and the def2-TZVPD basis", "elements": ["C", "N", "C", "C", "S", "C", "O", "H", "H", "H", "H", "H", "H", "H", "H", "H"], "coordinates": [[-2.14, 1.43, -1.11], [-1.18, 0.33, -1.27], [-0.28, 0.21, -0.14], [0.05, -1.25, 0.17], [0.58, -1.34, 1.94], [1.01, 1.01, -0.30], [1.66, 0.93, -1.31], [-1.65, 2.36, -0.80], [-2.60, 1.61, -2.09], [-2.94, 1.17, -0.42], [-0.70, 0.51, -2.14], [-0.76, 0.57, 0.78], [-0.85, -1.85, 0.13], [0.85, -1.67, -0.43], [1.71, -2.03, 1.81], [1.49, 1.45, 0.58]], "homo_lumo_gap_ev": 9.83, "homo_ev": -9.055, "smiles": "CN[C@H](C=O)CS", "charge": 0}


three.
{"formula": "C4H9NOS", "method": "the ωB97M-V functional and the def2-TZVPD basis", "elements": ["C", "C", "C", "S", "C", "N", "O", "H", "H", "H", "H", "H", "H", "H", "H", "H"], "coordinates": [[-0.53, -0.24, -1.06], [-0.38, 1.09, -0.24], [0.69, 1.14, 0.85], [2.48, 0.91, 0.38], [-1.08, -1.40, -0.22], [-0.15, -2.08, 0.57], [-2.08, -2.01, -0.53], [-1.26, 0.10, -1.80], [0.43, -0.58, -1.46], [-1.34, 1.15, 0.26], [-0.34, 1.99, -0.86], [0.52, 0.26, 1.47], [0.63, 2.10, 1.34], [2.35, 2.05, -0.38], [-0.59, -2.95, 0.82], [0.64, -1.55, 0.88]], "homo_lumo_gap_ev": 10.14, "homo_ev": -9.506, "smiles": "NC(=O)CCCS", "charge": 0}


four.
{"formula": "C4H9NOS", "method": "the ωB97M-V functional and the def2-TZVPD basis", "elements": ["O", "C", "N", "C", "C", "S", "C", "H", "H", "H", "H", "H", "H", "H", "H", "H"], "coordinates": [[0.40, 1.75, -0.01], [0.84, 0.84, 0.66], [0.53, -0.47, 0.38], [-0.51, -1.03, -0.48], [-1.26, 0.00, -1.35], [-2.57, -0.78, -2.28], [1.78, 1.09, 1.76], [1.18, -1.17, 0.71], [-1.26, -1.46, 0.18], [-0.17, -1.75, -1.21], [-1.65, 0.87, -0.84], [-0.55, 0.38, -2.08], [-2.94, -1.82, -1.52], [1.57, 2.06, 2.20], [2.80, 1.15, 1.36], [1.82, 0.33, 2.54]], "homo_lumo_gap_ev": 9.68, "homo_ev": -8.976, "smiles": "CC(=O)NCCS", "charge": 0}


Preferred: four; penalty for the next structure: 0.0101 hartree.


one.
{"formula": "C4H9NOS", "method": "the ωB97M-V functional and the def2-TZVPD basis", "elements": ["C", "N", "C", "C", "S", "C", "O", "H", "H", "H", "H", "H", "H", "H", "H", "H"], "coordinates": [[0.84, 1.65, 1.21], [0.91, 0.24, 0.69], [-0.10, -0.08, -0.28], [-0.99, -1.21, 0.16], [-2.19, -1.52, -1.12], [0.68, -0.51, -1.56], [1.84, -1.11, -1.40], [0.87, 2.46, 0.37], [1.71, 1.83, 1.92], [-0.12, 1.65, 1.77], [1.85, -0.22, 0.59], [-0.64, 0.82, -0.64], [-1.45, -0.93, 1.16], [-0.39, -1.99, 0.42], [-2.95, -0.41, -0.82], [0.14, -0.68, -2.47]], "homo_lumo_gap_ev": 8.92, "homo_ev": -8.652, "smiles": "CN[C@@H](C=O)CS", "charge": 0}


two.
{"formula": "C4H9NOS", "method": "the ωB97M-V functional and the def2-TZVPD basis", "elements": ["C", "C", "C", "C", "H", "H", "H", "H", "H", "H", "H", "H", "H", "N", "O", "S"], "coordinates": [[2.07, -0.16, 1.05], [0.80, -0.75, 0.64], [-1.42, 0.40, 0.17], [-1.88, -0.55, -0.92], [1.87, 1.12, 1.59], [2.85, 0.02, -0.10], [2.81, -0.94, 1.77], [0.45, -1.11, 1.58], [0.75, -1.46, -0.25], [-2.08, 0.25, 1.17], [-1.61, 1.62, 0.03], [-2.72, -1.33, -0.73], [0.50, 1.33, -1.58], [-1.62, -0.10, -2.13], [0.01, 0.55, 0.32], [-0.79, 1.11, -2.60]], "homo_lumo_gap_ev": 8.59, "homo_ev": -8.433, "charge": 0}


Preferred: one; penalty for the next structure: 0.1729 hartree.